{
  "formula": "C24H20N2O4RhS",
  "method": "the ωB97M-V functional and the def2-TZVPD basis",
  "elements": ["H", "C", "H", "C", "C", "N", "C", "O", "C", "C", "C", "H", "O", "H", "H", "C", "C", "C", "H", "N", "C", "H", "C", "C", "H", "C", "C", "H", "C", "H", "C", "H", "C", "H", "S", "H", "O", "O", "C", "H", "C", "H", "Rh", "C", "C", "C", "H", "H", "C", "H", "H", "H"],
  "xyz": [[3.37688, -4.17677, -1.04522], [-0.97301, 1.22593, -0.69033], [-3.05553, 4.27645, -2.17971], [-1.18557, -0.20623, -1.08033], [-2.27614, 3.74190, 1.14589], [-0.22501, -1.17676, -1.10794], [-3.39232, 1.55591, -1.11962], [1.62845, 1.43561, -0.21788], [-2.20192, 2.09234, -0.73409], [-0.25591, -4.67060, -2.32006], [1.49996, 1.09233, 3.25501], [2.71864, -6.26412, -2.14791], [4.47838, -2.87954, 2.58241], [0.40027, -6.60394, -2.94085], [-3.26769, 3.39368, 1.43782], [0.90219, 1.20251, 0.70476], [1.98541, -5.47906, -2.01171], [2.35962, -4.29876, -1.39093], [-0.20657, 1.66486, -1.33418], [2.11902, -0.49587, 1.61211], [-0.72947, -2.33261, -1.56041], [-2.19886, 4.80063, 1.39993], [0.67702, -5.67282, -2.46587], [1.47983, 0.61064, 1.96002], [3.65499, -1.22742, 4.49281], [-2.44507, -0.63323, -1.48104], [-3.55357, 0.20903, -1.49684], [0.13953, 3.62628, -0.21498], [1.43013, -3.27338, -1.22322], [-2.92581, 5.46919, -0.88406], [3.00712, -0.70654, 3.80236], [0.95732, 1.98674, 3.52819], [2.27219, 0.40878, 4.18544], [-4.11994, 4.19149, -0.76687], [-2.39450, -2.29374, -1.95054], [-1.26706, -4.80663, -2.68655], [3.54550, -2.38940, 0.61898], [-0.42108, 1.23023, 0.67218], [-2.05890, 3.56621, -0.36829], [4.95605, -3.53542, 2.05059], [0.12350, -3.47095, -1.70582], [2.32298, 0.76582, 5.20510], [1.80156, -1.54608, -0.38620], [-3.10772, 4.41580, -1.09928], [2.88963, -1.12571, 2.48951], [3.65735, -2.19777, 1.81652], [-4.26639, 2.18648, -1.17334], [-1.53809, 3.19353, 1.73008], [-0.67471, 4.10808, -0.75581], [-0.63133, 5.17219, -0.52356], [-0.48686, 3.99656, -1.82566], [-4.52449, -0.15586, -1.80061]],
  "forces_ev_per_a": [[0.0, 0.0, 0.0], [0.1, -0.1, 0.6], [0.0, 0.0, 0.0], [1.8, -1.0, 0.1], [0.0, -0.1, 0.1], [-0.1, 2.3, 0.8], [0.4, 1.0, 0.2], [-0.1, 0.4, -0.3], [-0.5, 0.0, 0.0], [0.0, -0.8, -0.2], [0.0, 0.1, 0.1], [0.0, 0.0, 0.0], [0.2, 0.0, 0.3], [0.0, 0.0, 0.0], [0.0, 0.0, 0.0], [0.8, -0.3, 0.3], [0.6, 0.5, 0.5], [0.1, -1.1, -0.2], [0.0, 0.0, -0.2], [0.2, 0.5, -0.5], [0.4, -1.9, -0.6], [0.0, 0.0, 0.0], [-0.9, 0.2, -0.2], [0.0, -0.1, 0.1], [0.0, 0.0, 0.0], [-2.0, 0.4, -0.5], [1.5, -1.3, 0.0], [0.0, 0.0, 0.0], [0.7, 2.1, 0.1], [0.0, 0.0, 0.0], [0.0, 0.0, 0.0], [0.0, 0.0, 0.0], [0.0, 0.0, 0.1], [0.0, 0.0, 0.0], [-0.3, -0.3, -0.1], [0.0, -0.1, 0.0], [0.0, -0.1, -0.1], [-1.0, 0.0, -0.4], [0.0, 0.1, -0.1], [0.0, 0.0, 0.0], [-0.8, 0.9, 0.1], [0.0, 0.0, 0.0], [-0.8, -1.4, 0.5], [0.0, 0.0, 0.0], [-0.1, 0.2, 0.0], [0.0, -0.1, -0.2], [0.0, 0.1, 0.0], [0.0, 0.0, 0.0], [0.0, -0.1, 0.0], [0.0, 0.0, 0.0], [0.0, 0.0, 0.0], [0.0, -0.1, 0.0]],
  "lumo_energy_ev": [-5.3, -5.3],
  "charge": 1,
  "largest_force_ev_per_a": 2.5
}

=====

{
  "formula": "C24H20N4NiO2S",
  "method": "the ωB97M-V functional and the def2-TZVPD basis",
  "elements": ["H", "H", "N", "H", "C", "C", "C", "N", "H", "H", "C", "C", "C", "H", "C", "H", "C", "H", "C", "C", "C", "O", "H", "H", "C", "H", "H", "Ni", "C", "C", "H", "C", "H", "H", "H", "C", "O", "N", "H", "H", "C", "C", "S", "H", "H", "C", "C", "C", "C", "N", "C", "C"],
  "xyz": [[-0.75666, 1.58288, 4.91373], [-3.51714, 6.74669, -0.37309], [-0.11241, 0.00535, 2.02138], [-1.32900, 2.09781, 1.35242], [0.19994, -4.73223, -2.76750], [-3.00351, 8.27630, -4.28254], [-0.39635, 0.80182, 4.25602], [3.29101, -0.77024, -1.81331], [-0.26801, -5.64894, -3.10624], [-4.71563, 4.67875, -3.91686], [-3.66783, 8.37433, -2.93694], [-2.00132, 2.42741, -0.94830], [0.47993, -1.09318, 2.52804], [-1.49401, -4.11556, -1.59776], [0.66561, -1.30954, 3.86740], [-3.44870, 2.67757, -3.17874], [2.06477, -3.24674, -2.75127], [-2.59138, 7.26848, -4.38019], [-0.54464, 0.95693, 2.86329], [0.20479, -0.32615, 4.74772], [2.02700, -1.12408, -1.47345], [-3.26123, 9.02875, -2.02651], [0.80058, -1.82490, 1.79564], [0.32249, -0.45212, 5.81692], [1.38529, -2.36482, -1.89758], [-3.74161, 8.40142, -5.07305], [-1.60436, 2.68982, 2.95276], [-0.37198, -0.13683, -0.05058], [2.47203, 0.82948, -0.59196], [-3.46374, 3.57132, -2.56829], [3.90666, -1.31429, -2.38847], [-2.75028, 3.58199, -1.36856], [4.53250, 0.94942, -1.40913], [1.14382, -2.21287, 4.21671], [3.06851, -3.00998, -3.08949], [-4.17473, 4.68843, -2.97922], [-0.62482, -1.91817, -0.66144], [-1.09682, 2.07840, 2.34072], [-2.21787, 4.76485, 0.33905], [-2.20471, 9.00987, -4.36945], [-1.34541, 1.45990, -0.61615], [1.49652, -4.41910, -3.18954], [-5.13841, 7.25655, -2.72256], [2.04212, -5.08118, -3.84837], [2.27969, 1.72916, -0.03162], [-4.19852, 5.83392, -2.18910], [-2.77575, 4.74231, -0.58888], [-0.48838, -3.88678, -1.92985], [3.58400, 0.46265, -1.26630], [1.51587, -0.15784, -0.72340], [0.07484, -2.68058, -1.46588], [-3.49831, 5.85502, -0.98681]],
  "forces_ev_per_a": [[0.0, 0.0, 0.0], [0.0, 0.0, 0.0], [0.0, 0.0, -0.2], [0.0, 0.0, -0.1], [0.0, 0.0, 0.0], [-0.1, 0.0, 0.0], [0.0, 0.0, 0.1], [0.2, 0.0, -0.1], [0.0, 0.0, 0.0], [0.0, 0.0, 0.0], [0.2, -0.3, 0.1], [-0.1, 0.3, -0.1], [0.0, 0.0, 0.0], [0.0, 0.0, 0.0], [0.0, 0.0, 0.0], [0.0, 0.0, 0.0], [0.1, 0.1, 0.0], [0.0, 0.0, 0.0], [-0.1, 0.1, -0.1], [0.0, 0.0, 0.0], [0.1, 0.1, 0.0], [-0.1, 0.1, -0.1], [0.0, 0.0, 0.0], [0.0, 0.0, 0.0], [0.1, 0.1, 0.0], [0.0, 0.0, 0.0], [0.0, 0.0, 0.0], [-0.1, -0.2, -0.1], [-0.2, 0.0, 0.0], [-0.1, 0.0, 0.0], [0.0, 0.0, 0.0], [0.1, -0.1, 0.0], [0.0, 0.0, 0.0], [0.0, 0.0, 0.0], [0.0, 0.0, 0.0], [0.0, 0.0, 0.0], [0.1, -0.4, -0.2], [0.1, -0.1, 0.1], [0.0, 0.0, 0.0], [0.0, 0.0, 0.0], [0.1, 0.0, 0.1], [-0.1, 0.0, 0.0], [0.1, 0.1, 0.0], [0.0, 0.0, 0.0], [0.0, -0.1, 0.0], [0.0, 0.0, -0.1], [0.0, 0.0, 0.0], [-0.1, -0.1, 0.0], [0.0, -0.1, -0.1], [-0.1, 0.2, 0.1], [-0.1, 0.3, 0.3], [0.0, -0.1, 0.0]],
  "lumo_energy_ev": [0.6, 0.3],
  "multiplicity": 3,
  "largest_force_ev_per_a": 0.4
}

=====

{
  "formula": "C24H20N4O2",
  "method": "the ωB97M-V functional and the def2-TZVPD basis",
  "elements": ["H", "C", "C", "C", "N", "N", "H", "N", "H", "C", "C", "C", "C", "C", "C", "H", "C", "H", "C", "C", "H", "H", "C", "C", "H", "C", "H", "C", "H", "N", "C", "H", "C", "H", "C", "C", "O", "H", "H", "C", "H", "C", "C", "H", "H", "H", "H", "O", "H", "C"],
  "xyz": [[1.09626, 2.76536, -2.37392], [-2.02580, 2.08144, 5.15851], [1.16950, 0.81824, 1.65597], [0.53248, -1.11003, 5.42988], [-2.56237, 2.33172, 6.12838], [1.61765, 0.17686, -6.23159], [0.39621, -1.27243, -1.93522], [0.77355, 1.13781, 4.46304], [-1.69128, -1.52554, 5.54161], [-0.71960, -2.07379, 5.52551], [-0.92408, 1.25177, -0.13378], [1.03648, -0.66547, -4.01358], [-1.11652, 1.52965, 1.21710], [1.56731, 1.10461, -7.31184], [1.98541, -1.07676, -6.75557], [2.33301, 0.43924, 6.48996], [-0.05963, 1.27062, 2.11517], [-3.38907, 2.41260, 3.20465], [0.68950, 0.71031, -2.08324], [0.49042, 0.36054, 5.71971], [-0.41268, 0.52449, 6.36219], [1.43312, 2.53763, -4.74565], [0.70038, -0.53630, -2.64519], [0.25064, -2.04121, 6.65886], [1.99234, 0.74978, 2.45868], [-1.47548, 1.93845, 3.87915], [1.59375, 1.91548, 6.66357], [1.07253, 1.78802, -2.85921], [2.47381, -1.50449, -8.75350], [-2.26186, 2.09093, 1.59482], [-2.36199, 2.25311, 2.89978], [0.00184, -1.62961, 7.65782], [0.33178, 0.76299, -0.60186], [0.80769, -3.06803, 6.74101], [1.42093, 0.86691, 6.73411], [1.36147, 0.63943, 0.29105], [1.97627, 0.48059, -8.40942], [1.40074, -1.43824, 4.76950], [2.25402, -2.03257, -6.24080], [1.29133, 0.40607, -4.86638], [1.10644, -1.71362, -4.24726], [-0.21449, 1.41435, 3.49097], [1.28752, 1.65303, -4.20259], [2.34203, 0.41143, -0.13699], [-1.72211, 1.34130, -0.86418], [-0.59374, -2.97498, 4.97679], [1.09577, 0.53493, 7.77802], [1.31124, 2.28630, -7.26156], [1.52514, 0.66065, 4.03651], [2.25989, -0.77570, -8.05643]],
  "forces_ev_per_a": [[0.1, -0.1, -0.4], [1.0, 0.1, -0.2], [1.8, -0.1, -0.1], [0.7, -2.6, 0.9], [-0.8, 0.1, 1.7], [-0.5, 0.2, 0.2], [0.1, -1.3, -0.5], [-2.5, 0.2, -0.4], [0.8, -0.9, 0.1], [0.5, 2.6, 0.0], [1.9, -1.4, -1.8], [-0.3, -1.4, 1.2], [0.7, 0.3, -0.6], [-0.1, 1.8, 2.6], [1.3, 0.8, -1.6], [2.4, -0.9, 0.2], [0.9, -0.6, -0.1], [0.0, 0.8, 0.2], [-0.4, -0.5, 1.4], [-2.3, 0.4, 0.1], [-0.6, 0.4, -2.1], [0.4, 1.0, -0.9], [0.2, 1.3, -1.3], [0.9, -1.5, 0.1], [-1.0, -0.1, -2.1], [2.4, -1.2, -0.2], [-0.5, 0.9, 0.2], [-0.8, 0.6, 1.0], [0.7, -0.8, -1.7], [-0.6, 0.1, 1.1], [-2.9, -0.3, -2.3], [0.1, -0.1, -0.9], [-2.1, 2.5, -0.9], [-0.7, 2.3, -0.1], [0.4, -0.8, 2.3], [1.9, -0.6, 1.6], [0.0, 0.0, -0.6], [-1.2, 0.4, 0.9], [-0.7, 1.4, -0.3], [-0.1, 0.0, 1.5], [0.0, -0.1, -1.0], [-1.3, 0.8, 3.3], [0.2, -0.5, -1.0], [-0.2, -0.1, 0.5], [-0.1, 0.4, 0.3], [-0.5, -0.3, -0.7], [0.7, 0.6, -1.4], [-0.1, -0.9, 0.1], [0.9, -0.4, -0.3], [-0.7, -2.4, 2.5]],
  "lumo_energy_ev": -0.4,
  "smiles": "C[C@@H](Nc1c(C#N)cnc2cc(-c3ccc(-n4ccoc4=O)cc3)ccc12)C1CC1",
  "largest_force_ev_per_a": 3.7
}

=====

{
  "formula": "C24H20N4O8",
  "method": "the ωB97M-V functional and the def2-TZVPD basis",
  "elements": ["H", "N", "C", "C", "C", "C", "C", "C", "O", "O", "H", "H", "C", "H", "O", "H", "O", "C", "C", "H", "H", "C", "N", "O", "O", "H", "H", "C", "C", "O", "C", "H", "C", "H", "H", "C", "H", "O", "C", "H", "C", "H", "C", "N", "N", "H", "C", "C", "H", "C", "C", "C", "H", "C", "H", "H"],
  "xyz": [[-7.70745, -5.77107, 2.46982], [0.56156, 3.64518, 2.08383], [-6.79890, -5.75783, 1.88606], [-0.62880, -2.68374, 0.27352], [-5.17605, -4.74959, 0.37907], [0.39170, -0.08079, 0.19514], [0.19633, -2.26796, -0.74427], [0.70379, -0.95298, -0.84771], [-0.90477, -4.78890, -0.66194], [-5.38648, -2.52988, -0.22294], [0.49638, -2.97138, -1.50687], [2.50940, 5.32451, 1.18059], [-0.02061, 3.66330, -0.37362], [-1.65906, -2.01082, 2.09136], [-0.20019, 2.67338, 2.25441], [-0.36812, 3.64492, -2.42913], [3.44264, 1.01449, -3.02188], [-6.40259, -4.70652, 1.06050], [2.03161, 5.47524, -0.96966], [3.75712, 0.96109, -0.59992], [-0.76810, 2.91251, -0.16396], [-4.43086, -5.92917, 0.41518], [-1.15728, -4.02874, 0.27315], [1.19778, 4.22378, 3.00479], [3.24912, 3.14574, -3.62548], [6.53177, 5.12336, -0.61883], [4.92305, 1.79730, 1.59701], [5.03789, 2.29378, 0.64480], [-0.36387, -0.46516, 1.32658], [-1.96493, -4.33777, 1.15433], [1.16559, 4.99872, -1.95094], [0.74401, 0.93803, 0.26065], [4.36876, 2.67721, -1.65608], [6.45408, 3.61794, 1.43180], [-4.23180, -7.92446, 1.23233], [5.82972, 3.44803, 0.56709], [1.41585, -0.63854, -1.59639], [-3.91276, -3.68555, -1.20148], [5.12967, 3.85608, -1.67759], [-0.65744, 0.20510, 2.12091], [5.92525, 4.23022, -0.58987], [-3.54859, -5.94113, -0.20761], [4.30270, 1.88781, -0.50026], [3.69518, 2.23238, -2.91035], [-4.79869, -3.56945, -0.40253], [2.84953, 6.12818, -1.23629], [0.80742, 4.07862, 0.69429], [-0.95947, -1.74328, 1.31328], [-7.01879, -3.82010, 1.09110], [-6.04833, -6.90875, 1.87821], [1.86701, 5.01338, 0.37008], [-4.82955, -7.02568, 1.19638], [-6.35427, -7.76389, 2.46263], [0.20909, 4.09651, -1.63584], [5.13773, 4.42512, -2.59548], [1.36603, 5.32124, -2.96197]],
  "forces_ev_per_a": [[-0.1, 0.4, -0.1], [0.8, -0.5, 1.5], [0.2, -0.2, -1.0], [0.1, 2.4, 1.3], [-1.8, -1.1, 1.0], [-0.1, 0.1, 1.1], [0.9, 0.3, -1.2], [-0.7, -0.4, 1.8], [0.4, 0.9, 0.8], [-0.7, 0.4, 0.5], [-0.2, -0.2, 0.0], [0.1, 0.1, -0.1], [0.5, -0.9, 2.8], [0.1, -0.2, 0.0], [1.2, 1.9, -0.3], [-0.2, 0.1, -0.1], [0.7, 2.4, -0.2], [0.2, 0.5, 0.9], [-0.6, -1.1, 1.7], [-0.1, -0.1, 0.5], [-0.2, 0.1, 0.0], [0.4, 0.2, -0.4], [-1.8, -1.5, -0.5], [-1.6, -1.3, -2.2], [1.1, -1.8, 0.6], [0.1, -0.1, -0.1], [0.2, -0.3, -0.1], [-0.9, 0.7, -1.5], [-1.0, -1.8, -1.6], [1.0, 0.6, -0.3], [1.9, 1.2, 0.0], [0.3, 0.1, -0.5], [1.1, 0.1, 0.7], [0.0, 0.5, 0.1], [0.0, 0.0, 0.0], [0.2, -0.7, 0.0], [-0.2, -0.2, -0.3], [1.2, -0.5, -0.8], [0.1, -0.2, -0.3], [0.3, 0.2, -0.1], [-1.2, -0.9, 0.1], [0.2, -0.2, 0.2], [0.7, 0.5, -0.3], [-2.0, -0.1, 0.6], [-0.1, -0.2, 0.1], [0.0, 0.1, 0.2], [0.9, 1.9, -2.0], [0.7, -0.4, -0.7], [0.2, 0.2, -0.4], [1.2, -1.1, 0.4], [-1.2, -0.8, -0.2], [-0.8, 1.5, -0.6], [-0.2, 0.0, 0.2], [-1.1, -0.8, -1.3], [0.0, 0.1, 0.0], [-0.3, -0.1, -0.2]],
  "lumo_energy_ev": -1.1,
  "smiles": "O=[N+]([O-])c1ccccc1.O=[N+]([O-])c1ccccc1.O=[N+]([O-])c1ccccc1.O=[N+]([O-])c1ccccc1",
  "largest_force_ev_per_a": 3.1
}